{
  "formula": "C2H9N4",
  "method": "ωB97M-V/def2-TZVPD",
  "symbols": ["H", "N", "N", "C", "N", "C", "N", "H", "H", "H", "H", "H", "H", "H", "H"],
  "xyz": [[2.02711, -0.91314, 0.78160], [1.72158, -1.24738, -0.07070], [0.49445, -1.38377, -0.36181], [-0.67100, -0.33973, 0.35228], [-2.09425, -0.44741, 0.07665], [-0.08314, 0.99339, -0.13899], [1.35936, 1.04655, -0.01303], [0.27018, -1.65612, -1.30585], [-0.49369, -0.50902, 1.34584], [-2.39277, -1.35386, 0.35670], [-2.56674, -0.10535, -0.78966], [-0.23586, 1.19015, -1.16841], [-0.66918, 1.59308, 0.53993], [1.48029, 1.38784, 0.94125], [1.85367, 1.74477, -0.54579]],
  "lowdin_charge": [0.063, 0.211, 0.050, -0.216, 0.101, -0.192, 0.027, 0.146, 0.113, 0.084, 0.132, 0.122, 0.137, 0.111, 0.112],
  "homo_energy_ev": -14.70,
  "fmax_ev_per_a": 5.930,
  "charge": 1,
  "mol_weight_g_mol": 89.12,
  "de_lowest_kj_mol": 398.50,
  "smiles": "[H]/N=[NH+]\\[C@H](N)CN",
  "orbital_gap_ev": 9.533,
  "multiplicity": 1
}